{"formula": "C9H20N3O", "method": "ωB97M-V/def2-TZVPD", "symbols": ["C", "C", "C", "C", "C", "C", "C", "C", "C", "N", "N", "N", "O", "H", "H", "H", "H", "H", "H", "H", "H", "H", "H", "H", "H", "H", "H", "H", "H", "H", "H", "H", "H"], "coordinates": [[0.84876, -0.93740, 1.33864], [1.34236, 0.19613, 0.33490], [-1.35706, -0.08378, 0.93211], [1.87550, 1.38855, 1.20541], [-1.79140, 1.19102, 1.57820], [2.33827, -1.60312, -1.20691], [-1.86594, -1.75438, -0.84444], [2.44142, -0.26061, -0.60539], [-2.37883, -0.78860, 0.13631], [-0.49874, -0.95185, 1.60775], [0.12396, 0.47480, -0.46848], [-0.15295, 1.81246, -0.88926], [1.69377, -1.60500, 1.87797], [1.13474, 1.80654, 1.88258], [2.09482, 2.24150, 0.54295], [2.72252, 0.85963, 1.59082], [-2.17137, 0.76552, 2.53975], [-2.67743, 1.47076, 1.07635], [-0.85026, 1.83258, 1.75232], [3.16131, -1.70448, -1.91940], [1.37251, -1.86045, -1.60033], [2.62071, -2.45376, -0.52075], [-2.59606, -1.85973, -1.78353], [-1.53984, -2.60879, -0.32249], [-0.97609, -1.34066, -1.38519], [2.33072, 0.42473, -1.53681], [3.43840, -0.19615, -0.08674], [-3.10790, -1.30336, 0.89885], [-3.04351, 0.02418, -0.41569], [-0.72821, -1.88895, 1.58563], [0.11735, 2.03542, -1.84445], [0.49425, 2.50791, -0.35286], [-1.26673, 1.90883, -0.75674]], "nbo_charge": [0.702, 0.003, 0.525, -0.631, -0.728, -0.629, -0.638, -0.402, -0.511, -0.687, -0.396, -0.562, -0.517, 0.210, 0.193, 0.272, 0.287, 0.242, 0.244, 0.235, 0.209, 0.229, 0.252, 0.213, 0.244, 0.199, 0.237, 0.267, 0.217, 0.419, 0.426, 0.419, 0.457], "e_tot_ha": -594.0383, "charge": 1, "gap_ev": 9.51}

{"formula": "C9H20NOP", "method": "ωB97M-V/def2-TZVPD", "symbols": ["C", "C", "C", "C", "C", "C", "C", "C", "C", "N", "O", "P", "H", "H", "H", "H", "H", "H", "H", "H", "H", "H", "H", "H", "H", "H", "H", "H", "H", "H", "H", "H"], "coordinates": [[-0.65850, -1.81367, 0.05891], [-1.93152, -1.77115, -0.32007], [-3.02910, -2.66735, -0.25216], [3.91981, 0.21111, -0.17892], [2.03721, 1.92366, -0.62494], [-2.85072, 0.70263, 1.59133], [0.15374, -0.63731, 0.45183], [1.61137, -0.58406, -0.09831], [2.50923, 0.66258, 0.12227], [-2.25607, 2.12242, -0.98783], [-4.17822, 0.53428, -0.94178], [-2.70268, 0.76611, -0.24565], [-0.13795, -2.87020, 0.22342], [-3.81652, -2.21229, -0.80020], [-2.67631, -3.57832, -0.67002], [-3.31318, -2.75471, 0.75308], [4.62200, 0.96647, 0.15413], [4.12533, -0.72219, 0.32159], [4.02919, 0.01626, -1.22340], [1.56283, 2.45652, 0.12237], [1.49747, 1.64544, -1.54005], [2.96870, 2.46434, -0.89587], [-3.87495, 0.90214, 1.87187], [-2.63041, -0.28506, 1.92654], [-2.30011, 1.54592, 1.86818], [0.23030, -0.63930, 1.62590], [-0.42455, 0.23961, 0.26428], [2.14022, -1.39036, 0.19507], [1.37934, -0.71133, -1.10452], [2.47280, 0.90512, 1.29796], [-1.38334, 2.37759, -0.54942], [-4.01881, 1.15710, -1.72441]], "nbo_charge": [-0.302, 0.014, -0.725, -0.603, -0.624, -0.991, -0.399, -0.392, -0.175, -1.264, -0.988, 1.733, 0.197, 0.244, 0.228, 0.222, 0.207, 0.203, 0.202, 0.213, 0.217, 0.208, 0.254, 0.252, 0.246, 0.195, 0.191, 0.195, 0.196, 0.173, 0.357, 0.517], "e_tot_ha": -826.1227, "gap_ev": [7.99, 7.99]}

{"formula": "C9H20OSi", "method": "ωB97M-V/def2-TZVPD", "symbols": ["C", "C", "C", "C", "C", "Si", "C", "C", "C", "C", "O", "H", "H", "H", "H", "H", "H", "H", "H", "H", "H", "H", "H", "H", "H", "H", "H", "H", "H", "H", "H"], "coordinates": [[2.60768, -0.76345, 1.07280], [1.18930, -0.95064, 0.53762], [0.29194, -1.56504, 1.69341], [1.16342, -1.96937, -0.64598], [0.68687, 0.48966, 0.07971], [-1.19211, 0.73946, -0.44921], [-2.37649, -0.79248, -0.29702], [-1.84240, 1.99590, 0.79083], [-1.37244, 1.45075, -2.21566], [1.52691, 1.62106, -0.54911], [1.33116, 1.46616, 0.83802], [3.09855, -1.65724, 1.45378], [3.26284, -0.28740, 0.32683], [2.56824, -0.11105, 1.96427], [-0.75356, -1.61245, 1.34513], [0.37005, -0.99903, 2.60633], [0.65865, -2.58184, 1.87627], [1.65376, -1.60537, -1.58560], [0.10195, -1.90726, -0.95938], [1.59840, -2.91716, -0.45142], [-2.10997, -1.55491, -0.98332], [-2.59165, -1.21103, 0.73724], [-3.34491, -0.46774, -0.62397], [-2.11953, 1.32816, 1.59762], [-2.82237, 2.34869, 0.38227], [-0.98672, 2.62261, 1.01256], [-0.69582, 2.29323, -2.32845], [-1.28565, 0.69851, -2.99956], [-2.30845, 1.92045, -2.42666], [1.13098, 2.54745, -0.96174], [2.56136, 1.43137, -0.83760]], "nbo_charge": [-0.618, -0.048, -0.616, -0.620, -0.125, 1.582, -1.097, -1.123, -1.106, -0.122, -0.519, 0.209, 0.203, 0.223, 0.215, 0.213, 0.212, 0.208, 0.205, 0.219, 0.228, 0.237, 0.236, 0.233, 0.239, 0.252, 0.233, 0.237, 0.240, 0.187, 0.182], "e_tot_ha": -719.5894, "smiles": "CC(C)(C)[C@]1([Si](C)(C)C)CO1", "gap_ev": 9.86}

{"formula": "C9H21AlBr3Cl5F7GaMgNO3P", "method": "ωB97M-V/def2-TZVPD", "symbols": ["C", "P", "O", "Ga", "C", "N", "C", "C", "C", "C", "F", "F", "C", "F", "F", "F", "H", "H", "H", "H", "H", "H", "H", "H", "H", "H", "H", "H", "H", "H", "H", "O", "H", "H", "H", "Cl", "Al", "O", "H", "C", "Cl", "Cl", "Cl", "H", "F", "Mg", "C", "Br", "Br", "Br", "H", "F", "Cl"], "coordinates": [[3.01859, 1.58375, 1.45077], [3.16751, 0.40867, 0.01152], [2.92680, 1.39770, -1.31466], [1.56624, -1.29990, 0.06640], [1.61823, -2.27064, -1.80936], [2.19971, -1.30788, -2.70516], [-0.37767, -0.67138, 0.21435], [-0.62848, 0.43957, 1.25649], [-2.04896, 1.05311, 1.01906], [-2.04271, 2.29533, 0.12956], [-3.27271, 2.88651, 0.27311], [-1.11160, 3.20980, 0.49665], [-1.88810, 2.00986, -1.40417], [-0.57951, 1.94644, -1.68442], [-2.43010, 3.02121, -2.10277], [-2.54542, 0.90913, -1.78572], [3.92385, 2.21735, 1.40917], [3.02551, 0.99896, 2.37853], [2.16632, 2.27141, 1.35186], [3.23823, 2.29857, -1.10188], [1.92237, -2.38076, 1.18929], [0.59648, -2.61758, -2.11027], [2.26137, -3.15322, -1.65864], [2.81401, -1.78557, -3.39218], [1.49927, -0.74868, -3.17051], [-0.74209, -0.42733, -0.78680], [-0.94341, -1.56974, 0.53426], [-0.67013, -0.02666, 2.25402], [0.14858, 1.21427, 1.29320], [-2.43315, 1.37110, 1.99995], [-2.71030, 0.28727, 0.59724], [6.13026, 0.97142, -1.69517], [6.43187, 0.55338, -0.86322], [6.71975, 1.72948, -1.97273], [5.18323, 1.29353, -1.62353], [2.56514, 0.37267, -4.31270], [4.28718, -0.73055, -3.15214], [-1.37059, -2.34291, -2.06645], [-1.88320, -1.55381, -2.28492], [-1.23442, 5.54879, 3.07901], [0.32422, 4.83439, 3.50891], [-2.53240, 4.82566, 4.03166], [-1.19888, 7.29833, 3.29938], [-1.42502, 5.34082, 2.03319], [-0.76766, -4.44218, -0.80980], [-2.79210, -4.99704, -0.73015], [-6.28210, -5.82191, 2.24664], [-7.88376, -5.22212, 3.14792], [-6.56424, -6.23561, 0.40361], [-4.84524, -4.54153, 2.38468], [-5.95844, -6.73706, 2.72346], [-3.91054, -6.76510, 2.23154], [5.33818, 3.06066, -2.47807]], "mulliken_charge": [-1.195, 0.229, -0.292, 0.282, -0.649, -0.062, -0.116, -0.156, -1.049, 0.927, -0.330, -0.253, 0.577, -0.216, -0.292, -0.239, 0.394, 0.437, 0.265, 0.202, -0.219, 0.258, 0.353, 0.319, 0.326, -0.220, 0.389, 0.408, -0.092, 0.393, 0.444, -0.308, 0.388, 0.339, 0.274, -0.426, 0.205, -0.650, 0.130, 0.287, -0.141, -0.130, -0.129, 0.097, -0.532, 1.261, -0.209, -0.063, -0.066, -0.080, 0.379, -0.746, -0.704], "e_tot_ha": -14066.3165, "gap_ev": 3.12}